Entry 1:
{
  "formula": "C28H46NO",
  "method": "ωB97M-V/def2-TZVPD",
  "relative_energy_kj_mol": 0.0,
  "charge": 1,
  "homo_energy_ev": -10.9290,
  "elements": ["C", "C", "C", "C", "C", "C", "C", "C", "N", "C", "C", "C", "C", "C", "C", "C", "C", "C", "O", "C", "C", "C", "C", "C", "H", "H", "H", "H", "H", "H", "H", "H", "H", "H", "H", "H", "H", "H", "H", "H", "H", "H", "H", "H", "H", "H", "H", "H", "H", "H", "H", "H", "H", "H", "H", "H", "H", "H", "H", "H", "H", "H", "H", "H", "C", "C", "C", "C", "C", "C", "H", "H", "H", "H", "H", "H"],
  "positions_angstrom": [[2.77893, 3.31402, 2.49422], [3.18451, 3.73231, 1.07045], [2.27075, 3.12552, -0.00145], [0.97320, 3.90303, -0.16856], [0.10845, 3.45112, -1.34703], [-0.06398, 1.93419, -1.43331], [-1.32408, 1.51517, -2.21493], [-1.69817, 0.09832, -1.92507], [-2.64213, -0.09665, -0.98483], [-3.07291, -1.29088, -0.54868], [-2.55642, -2.43094, -1.07674], [-3.01975, -3.78104, -0.61551], [-3.06049, -3.93078, 0.91941], [-2.83760, -5.37892, 1.39535], [-1.79410, -5.51542, 2.51308], [-0.99314, -6.81789, 2.44636], [0.20587, -6.82271, 3.40652], [1.51840, -6.75497, 2.63244], [2.65270, -6.67127, 3.46022], [3.11566, -7.92792, 3.91641], [-1.58168, -2.26293, -2.05766], [-1.13499, -1.01967, -2.48727], [-0.02350, -0.93511, -3.49170], [1.34492, -1.24429, -2.86137], [1.74997, 2.94601, 2.51724], [3.41332, 2.50927, 2.86159], [2.83455, 4.13910, 3.20100], [3.17506, 4.81825, 0.98620], [4.19514, 3.37264, 0.88066], [2.78708, 3.07854, -0.96466], [2.06406, 2.09241, 0.29783], [0.37552, 3.87042, 0.74839], [1.20973, 4.95778, -0.33246], [-0.87512, 3.92007, -1.28334], [0.59249, 3.80438, -2.26178], [0.81521, 1.46871, -1.88236], [-0.14360, 1.52553, -0.41866], [-2.14795, 2.15826, -1.89953], [-1.17544, 1.64020, -3.28615], [-3.05808, 0.72707, -0.56961], [-3.83632, -1.28079, 0.21605], [-2.36355, -4.53739, -1.04209], [-4.02067, -3.93198, -1.02670], [-4.01899, -3.55981, 1.27991], [-2.26751, -3.30269, 1.33303], [-3.78621, -5.76024, 1.77754], [-2.56890, -6.02179, 0.55571], [-2.29416, -5.47510, 3.48283], [-1.09461, -4.67477, 2.48993], [-0.63717, -6.94426, 1.41828], [-1.65886, -7.65432, 2.66108], [0.19557, -7.70978, 4.03936], [0.16739, -5.95033, 4.06120], [1.59058, -7.61232, 1.95100], [1.51447, -5.84799, 2.02008], [2.29032, -8.59845, 4.16627], [3.73905, -8.40997, 3.15675], [3.71990, -7.75723, 4.80343], [-1.14781, -3.14887, -2.50738], [0.00789, 0.05275, -3.95265], [-0.22137, -1.63973, -4.30022], [1.42473, -0.80681, -1.86547], [2.13984, -0.81565, -3.46865], [1.51910, -2.31574, -2.78654], [-0.34005, 8.13773, -0.82804], [-0.18972, 9.46139, -0.44046], [0.43915, 10.36352, -1.28701], [0.91479, 9.94292, -2.52123], [0.76398, 8.61915, -2.90911], [0.13838, 7.71635, -2.06106], [-0.83287, 7.43287, -0.16968], [-0.56422, 9.79081, 0.51987], [0.55812, 11.39558, -0.98479], [1.40272, 10.64752, -3.18163], [1.13428, 8.29230, -3.87218], [0.02036, 6.68215, -2.36216]]
}



Entry 2:
{
  "formula": "C28H46NOP2Pb",
  "method": "ωB97M-V/def2-TZVPD",
  "relative_energy_kj_mol": 22.9,
  "spin_multiplicity": 2,
  "charge": 2,
  "homo_energy_ev": [-11.1983, -11.2015],
  "s2": 0.76,
  "elements": ["Pb", "C", "C", "C", "C", "C", "C", "H", "H", "H", "C", "H", "H", "H", "C", "H", "H", "H", "C", "H", "H", "H", "C", "H", "H", "H", "C", "C", "C", "C", "C", "C", "C", "C", "H", "H", "H", "H", "H", "H", "H", "H", "H", "H", "H", "H", "P", "C", "C", "P", "C", "C", "C", "H", "H", "H", "H", "H", "H", "H", "H", "H", "H", "H", "H", "H", "H", "O", "N", "C", "C", "C", "C", "C", "H", "H", "H", "H", "H"],
  "positions_angstrom": [[2.07030, -0.85535, 1.32248], [-1.58666, -1.22917, 3.37526], [-1.23498, -2.27927, 2.50147], [0.58072, -1.83641, 3.84071], [-0.46265, -0.94150, 4.19027], [0.10484, -2.65323, 2.77560], [-2.93334, -0.62142, 3.49280], [-3.38945, -0.50023, 2.50181], [-2.87531, 0.36369, 3.97287], [-3.61362, -1.24648, 4.09692], [-0.37441, 0.08044, 5.25099], [-1.30175, 0.66907, 5.30061], [0.45211, 0.78371, 5.06432], [-0.20410, -0.37953, 6.23710], [1.85326, -1.97871, 4.57376], [1.67399, -2.10953, 5.65592], [2.48805, -1.08553, 4.46941], [2.44462, -2.83623, 4.23418], [0.82923, -3.81088, 2.19195], [0.63638, -4.72579, 2.78189], [1.92343, -3.67667, 2.16517], [0.48697, -4.02011, 1.16618], [-2.09450, -2.93382, 1.48729], [-2.08473, -4.03027, 1.59829], [-1.75680, -2.69755, 0.46419], [-3.13583, -2.59985, 1.58640], [-1.93942, 1.70922, -0.24988], [-2.95874, 0.88141, 0.01524], [-3.50170, -0.27531, -0.76864], [-2.83096, -0.43188, -2.16035], [-1.54377, -1.16107, -2.13997], [-0.32111, -0.61236, -2.09096], [0.09007, 0.67399, -1.43076], [-0.99366, 1.79952, -1.40830], [-4.58639, -0.12244, -0.92929], [-2.72268, 0.57095, -2.60558], [-3.42524, -1.21244, -0.17987], [-1.52032, 1.88461, -2.39287], [-1.70413, 2.48602, 0.50085], [-3.53130, 1.10887, 0.92505], [-0.45316, 2.75271, -1.27236], [0.43709, 0.49248, -0.38992], [0.52331, -1.30725, -2.28151], [1.01091, 1.04837, -1.91534], [-3.54881, -0.95401, -2.81841], [-1.64522, -2.23753, -2.33031], [-0.48388, 1.14346, -4.17918], [-0.56855, 2.86916, -4.74303], [-1.57162, 0.30400, -5.39471], [2.02090, -0.82733, -4.09400], [1.21361, 0.73414, -4.72298], [1.13561, -2.03188, -5.19259], [3.55161, -0.60277, -5.09002], [0.32818, 3.40798, -4.40956], [-1.46487, 3.36562, -4.34208], [-0.61590, 2.86026, -5.83807], [-1.41190, 0.80498, -6.35670], [-2.61775, 0.43182, -5.08337], [-1.33269, -0.76212, -5.46791], [3.34264, -0.35145, -6.14057], [4.14346, -1.52527, -5.04284], [4.13217, 0.21396, -4.63619], [1.84577, 1.57601, -4.38277], [1.19050, 0.74618, -5.83055], [1.76519, -2.93168, -5.24703], [0.97176, -1.65669, -6.22179], [0.16400, -2.31554, -4.75397], [2.82004, 0.32756, 3.08968], [2.69078, 1.65709, 3.50535], [2.97531, 1.93816, 4.80013], [2.96552, 3.27368, 5.20361], [2.50578, 4.24881, 4.30873], [2.09420, 3.87561, 3.02893], [2.26936, 2.56862, 2.59559], [3.23500, 1.09953, 5.45248], [3.27440, 3.52797, 6.21619], [2.44668, 5.28681, 4.63800], [1.61918, 4.59367, 2.36420], [2.03500, 2.20640, 1.59237]]
}